{
  "formula": "C40H46GeIrNO4SSi2",
  "method": "ωB97M-V/def2-TZVPD",
  "elements": ["Ir", "C", "Si", "C", "C", "C", "C", "C", "C", "C", "C", "N", "Si", "C", "C", "C", "H", "H", "H", "H", "H", "H", "H", "H", "H", "H", "H", "H", "H", "H", "H", "H", "H", "H", "H", "H", "H", "H", "O", "C", "O", "C", "C", "C", "C", "S", "C", "C", "H", "H", "H", "H", "H", "O", "C", "O", "C", "C", "Ge", "C", "C", "C", "C", "C", "C", "C", "C", "C", "C", "C", "C", "C", "C", "C", "C", "C", "C", "H", "H", "H", "H", "H", "H", "H", "H", "H", "H", "H", "H", "H", "H", "H", "H", "H", "H", "H"],
  "xyz": [[2.572, 0.681, 0.376], [4.356, -0.080, 1.796], [3.130, 0.303, 3.223], [2.685, -1.353, 3.939], [3.975, 1.376, 4.491], [1.761, 1.192, 2.313], [2.182, 2.591, 2.069], [1.928, 3.795, 2.718], [2.510, 4.946, 2.220], [3.319, 4.901, 1.086], [3.513, 3.691, 0.459], [2.954, 2.587, 0.961], [-0.022, 0.909, 2.897], [-0.136, 1.405, 4.705], [-0.471, -0.907, 2.809], [-1.210, 1.965, 1.910], [5.315, 0.385, 2.042], [4.351, 0.312, 0.717], [4.498, -1.153, 1.683], [3.602, -1.826, 4.300], [2.239, -2.011, 3.190], [2.001, -1.278, 4.785], [4.800, 0.844, 4.970], [3.263, 1.654, 5.273], [4.371, 2.297, 4.060], [1.295, 3.819, 3.593], [2.335, 5.893, 2.715], [3.782, 5.793, 0.692], [4.101, 3.582, -0.442], [0.543, 0.818, 5.329], [-1.150, 1.219, 5.069], [0.078, 2.460, 4.880], [-0.088, -1.439, 3.679], [-0.110, -1.428, 1.923], [-1.561, -0.987, 2.830], [-1.195, 3.000, 2.260], [-2.231, 1.593, 2.041], [-0.989, 1.973, 0.843], [7.769, -4.001, -4.025], [7.262, -3.824, -2.792], [7.543, -4.562, -1.896], [6.334, -2.656, -2.589], [6.408, -1.491, -3.350], [5.554, -0.437, -3.089], [4.621, -0.539, -2.046], [3.575, 0.798, -1.739], [4.544, -1.720, -1.288], [5.400, -2.764, -1.558], [7.350, -3.419, -4.670], [7.152, -1.383, -4.131], [5.609, 0.474, -3.671], [3.796, -1.806, -0.510], [5.368, -3.678, -0.981], [1.455, -1.052, -0.051], [0.506, -0.324, -0.489], [0.750, 0.934, -0.484], [-0.822, -0.857, -0.892], [-1.623, 0.066, -1.804], [-3.546, -0.358, -1.749], [-4.116, -0.070, 0.098], [-3.886, -1.033, 1.082], [-4.242, -0.801, 2.405], [-4.835, 0.402, 2.763], [-5.076, 1.367, 1.795], [-4.720, 1.130, 0.474], [-4.486, 0.832, -2.963], [-4.150, 2.184, -3.045], [-4.837, 3.036, -3.899], [-5.870, 2.543, -4.684], [-6.212, 1.201, -4.616], [-5.523, 0.351, -3.760], [-3.802, -2.224, -2.237], [-4.826, -2.986, -1.676], [-5.018, -4.307, -2.056], [-4.186, -4.885, -3.004], [-3.164, -4.139, -3.574], [-2.977, -2.818, -3.192], [-1.346, -1.006, 0.062], [-0.681, -1.855, -1.312], [-1.250, 0.023, -2.829], [-1.517, 1.100, -1.471], [-3.442, -1.987, 0.817], [-4.069, -1.565, 3.153], [-5.122, 0.581, 3.792], [-5.552, 2.301, 2.067], [-4.930, 1.886, -0.275], [-3.343, 2.585, -2.440], [-4.566, 4.083, -3.952], [-6.406, 3.206, -5.351], [-7.015, 0.814, -5.230], [-5.795, -0.698, -3.719], [-5.485, -2.547, -0.934], [-5.819, -4.886, -1.614], [-4.335, -5.915, -3.301], [-2.517, -4.584, -4.319], [-2.181, -2.244, -3.656]],
  "lowdin_charge": [1.14, -0.20, 0.46, -0.16, -0.15, -0.43, -0.37, 0.01, -0.02, -0.04, -0.08, -0.08, 0.48, -0.16, -0.14, -0.13, 0.07, -0.03, 0.05, 0.05, 0.04, 0.04, 0.04, 0.04, 0.04, 0.11, 0.12, 0.11, 0.11, 0.03, 0.04, 0.02, 0.03, 0.02, 0.02, 0.04, 0.02, 0.02, 0.14, -0.47, 0.15, -0.10, 0.00, -0.08, -0.61, 0.85, -0.08, 0.02, 0.11, 0.13, 0.11, 0.08, 0.13, -0.11, -0.60, -0.13, -0.15, -0.24, 1.01, -0.26, -0.13, -0.10, -0.09, -0.09, -0.10, -0.28, -0.12, -0.09, -0.08, -0.08, -0.10, -0.28, -0.11, -0.08, -0.08, -0.08, -0.11, 0.10, 0.13, 0.08, 0.06, 0.10, 0.11, 0.11, 0.11, 0.10, 0.10, 0.10, 0.11, 0.11, 0.10, 0.10, 0.11, 0.11, 0.10, 0.10],
  "energy_ev": -137849.391,
  "mol_weight_g_mol": 957.9,
  "total_charge": 1,
  "de_lowest_kj_mol": 0.0,
  "s_squared": 0.772,
  "spin_multiplicity": 2
}


{
  "formula": "C40H46N6O4PPtSSbSi",
  "method": "ωB97M-V/def2-TZVPD",
  "elements": ["Pt", "C", "C", "C", "C", "C", "C", "N", "N", "Si", "C", "C", "C", "H", "H", "H", "H", "H", "H", "H", "H", "H", "H", "H", "H", "H", "H", "H", "S", "Sb", "C", "C", "C", "C", "C", "C", "C", "C", "C", "C", "C", "C", "C", "C", "C", "C", "C", "C", "H", "H", "H", "H", "H", "H", "H", "H", "H", "H", "H", "H", "H", "H", "H", "O", "C", "O", "C", "C", "C", "C", "C", "C", "N", "O", "O", "H", "H", "H", "H", "C", "N", "C", "N", "C", "N", "C", "P", "C", "C", "H", "H", "H", "H", "H", "H", "H", "H", "H", "H", "H", "H"],
  "xyz": [[0.063, 1.360, 0.340], [-3.138, 2.117, -1.355], [-3.171, 1.839, 0.117], [-4.351, 1.903, 0.842], [-4.324, 1.589, 2.201], [-3.154, 1.192, 2.804], [-1.991, 1.129, 2.018], [-2.033, 1.497, 0.715], [-0.765, 0.761, 2.406], [-0.329, -0.826, 2.918], [1.176, -1.293, 1.843], [-1.815, -1.978, 2.557], [0.033, -1.005, 4.781], [-3.833, 1.448, -1.862], [-2.139, 1.948, -1.755], [-3.443, 3.139, -1.574], [-5.274, 2.183, 0.358], [-5.237, 1.651, 2.775], [-3.102, 0.939, 3.851], [0.861, -1.758, 0.910], [1.870, -1.969, 2.334], [1.712, -0.377, 1.589], [-2.056, -1.960, 1.496], [-2.698, -1.630, 3.084], [-1.634, -3.008, 2.845], [0.932, -0.484, 5.083], [0.163, -2.056, 5.014], [-0.786, -0.631, 5.384], [-0.590, -0.315, -1.623], [-0.756, -2.602, -1.686], [-1.148, -4.013, -0.094], [-0.100, -4.517, 0.658], [-0.360, -5.423, 1.675], [-1.661, -5.827, 1.933], [-2.702, -5.330, 1.167], [-2.449, -4.419, 0.156], [-2.482, -2.849, -2.951], [-2.860, -4.076, -3.470], [-3.998, -4.171, -4.255], [-4.764, -3.047, -4.513], [-4.382, -1.821, -3.993], [-3.241, -1.720, -3.217], [1.015, -3.448, -2.557], [1.024, -4.757, -3.007], [2.188, -5.290, -3.532], [3.337, -4.520, -3.596], [3.320, -3.210, -3.148], [2.156, -2.668, -2.630], [0.921, -4.202, 0.475], [0.457, -5.806, 2.271], [-1.870, -6.522, 2.732], [-3.716, -5.646, 1.363], [-3.268, -4.018, -0.428], [-2.274, -4.961, -3.261], [-4.294, -5.125, -4.667], [-5.656, -3.122, -5.118], [-4.978, -0.943, -4.194], [-2.927, -0.764, -2.816], [0.131, -5.365, -2.942], [2.201, -6.310, -3.888], [4.246, -4.943, -3.995], [4.216, -2.610, -3.199], [2.139, -1.644, -2.281], [2.737, 3.157, -0.228], [2.951, 1.937, -0.224], [2.062, 1.043, -0.314], [4.352, 1.392, -0.109], [5.494, 2.175, -0.261], [6.753, 1.596, -0.176], [6.892, 0.243, 0.066], [5.746, -0.535, 0.231], [4.485, 0.034, 0.138], [5.855, -1.934, 0.501], [6.974, -2.421, 0.583], [4.820, -2.576, 0.632], [5.383, 3.232, -0.446], [7.636, 2.206, -0.298], [7.860, -0.230, 0.126], [3.609, -0.581, 0.263], [-0.118, 6.631, 1.980], [-1.217, 5.724, 1.702], [-1.644, 5.924, 0.329], [-0.579, 5.751, -0.646], [0.519, 6.638, -0.304], [0.994, 6.470, 1.061], [1.686, 5.221, 1.252], [0.591, 3.733, 0.867], [-0.840, 4.342, 1.941], [-0.128, 4.376, -0.723], [0.233, 6.466, 3.003], [-0.491, 7.659, 1.892], [-2.020, 6.949, 0.236], [-2.455, 5.226, 0.105], [0.171, 7.670, -0.419], [1.349, 6.458, -0.993], [2.025, 5.148, 2.291], [2.551, 5.178, 0.591], [-0.570, 4.232, 2.996], [-1.721, 3.724, 1.763], [-0.980, 3.742, -0.982], [0.623, 4.285, -1.512]],
  "lowdin_charge": [0.84, -0.05, -0.34, -0.05, -0.06, -0.03, -0.51, -0.04, -0.10, 0.44, -0.17, -0.15, -0.17, 0.08, 0.02, 0.08, 0.11, 0.11, 0.11, -0.02, 0.03, -0.01, 0.01, 0.02, 0.02, 0.02, 0.02, 0.02, 0.12, 1.32, -0.35, -0.13, -0.07, -0.08, -0.08, -0.13, -0.35, -0.13, -0.08, -0.08, -0.08, -0.15, -0.34, -0.12, -0.08, -0.08, -0.07, -0.12, 0.10, 0.11, 0.11, 0.11, 0.10, 0.09, 0.10, 0.10, 0.10, 0.03, 0.09, 0.11, 0.11, 0.11, 0.08, -0.08, -0.60, -0.23, -0.09, 0.01, -0.06, 0.01, -0.15, 0.07, -0.35, 0.07, 0.07, 0.12, 0.11, 0.12, 0.11, -0.20, -0.16, -0.19, -0.15, -0.19, -0.16, -0.29, 0.98, -0.30, -0.31, 0.13, 0.13, 0.13, 0.12, 0.13, 0.13, 0.10, 0.08, 0.09, 0.07, 0.05, 0.10],
  "energy_ev": -97140.573,
  "mol_weight_g_mol": 1082.8,
  "s_squared": 2.011,
  "spin_multiplicity": 3
}